No. 1
C24H32Cl5GeO3SSn | ωB97M-V/def2-TZVPD

Calculated values
orbital gap (spin up / spin down) = 8.867 / 5.166 eV
energy = -167330.76216 eV
largest force on an atom = 2.04 eV/A

```
! RIJCOSX wB97M-V def2-TZVPD def2/J DEFGRID3
* xyz 2 2
Sn 8.885 14.468 9.291
C 6.467 16.733 7.517
C 6.718 16.838 9.040
C 6.504 18.335 9.362
C 5.827 15.879 9.906
O 8.037 16.503 9.435
Ge 9.675 17.158 8.433
O 9.249 15.518 7.470
C 10.005 15.127 6.258
C 9.814 16.167 5.095
C 11.505 15.047 6.597
C 9.405 13.758 5.864
O 10.539 15.883 9.712
C 10.945 16.272 11.057
C 9.701 16.598 11.892
C 11.813 17.514 10.976
C 11.714 15.033 11.612
H 5.414 16.805 7.326
H 6.919 17.579 6.974
H 6.828 15.775 7.107
H 5.483 18.554 9.135
H 6.651 18.564 10.418
H 7.195 18.971 8.797
H 4.766 16.061 9.878
H 5.952 14.838 9.525
H 6.100 15.994 10.928
H 10.181 17.184 5.220
H 10.339 15.789 4.223
H 8.779 16.350 4.792
H 11.932 16.024 6.812
H 11.655 14.345 7.431
H 12.060 14.738 5.746
H 8.339 13.969 5.727
H 9.827 13.281 4.951
H 9.571 13.104 6.726
H 9.093 17.417 11.393
H 9.033 15.744 12.050
H 10.025 17.043 12.847
H 11.307 18.425 10.591
H 12.198 17.840 11.949
H 12.683 17.417 10.321
H 11.021 14.100 11.568
H 12.624 14.840 11.023
H 11.991 15.101 12.663
Cl 14.475 9.724 9.297
C 13.421 9.882 10.627
C 12.046 9.861 10.382
C 11.144 9.796 11.431
Cl 9.488 9.589 11.092
C 11.571 9.910 12.740
Cl 10.464 9.917 14.047
C 12.960 10.096 12.984
Cl 13.499 10.370 14.558
C 13.855 10.121 11.918
Cl 15.517 10.483 12.133
S 11.392 10.025 8.724
C 11.507 8.473 8.013
C 11.333 8.316 6.612
C 11.462 7.062 6.074
C 11.872 5.962 6.809
C 11.986 6.108 8.242
C 11.837 7.350 8.812
H 10.987 9.094 5.962
H 11.270 6.979 5.031
H 12.068 5.034 6.293
H 12.234 5.292 8.904
H 11.832 7.420 9.883
*
```

No. 2
C114H95N19O38 | ωB97M-V/def2-TZVPD

Calculated values
orbital gap = 8.051 eV
energy = -225820.00211 eV
largest force on an atom = 5.02 eV/A

```
! RIJCOSX wB97M-V def2-TZVPD def2/J DEFGRID3
* xyz 0 1
C -31.166 -3.728 19.486
C -30.048 -3.941 18.663
C -29.725 -2.935 17.728
C -30.470 -1.812 17.680
C -31.548 -1.564 18.503
C -31.855 -2.553 19.429
N -30.141 -0.761 16.650
O -29.115 -0.969 15.984
O -30.816 0.237 16.584
H -31.280 -4.485 20.278
H -29.495 -4.828 18.722
H -28.857 -3.101 17.033
H -32.136 -0.654 18.311
H -32.674 -2.435 20.160
C -30.529 -10.485 19.120
C -29.462 -10.240 18.227
C -28.778 -9.040 18.466
C -29.032 -8.258 19.589
C -29.949 -8.646 20.513
C -30.725 -9.769 20.307
N -28.233 -7.031 19.822
O -27.419 -6.676 18.889
O -28.191 -6.445 20.855
H -31.251 -11.189 18.791
H -29.338 -10.779 17.279
H -28.047 -8.642 17.788
H -30.198 -8.019 21.367
H -31.586 -10.047 20.895
C -22.104 -13.863 32.820
C -23.204 -14.691 33.076
C -24.394 -14.478 32.456
C -24.434 -13.491 31.472
C -23.398 -12.625 31.223
C -22.187 -12.844 31.888
N -25.639 -13.299 30.657
O -25.778 -12.271 30.060
O -26.515 -14.142 30.693
H -21.082 -14.125 33.174
H -23.122 -15.295 33.993
H -25.275 -14.930 32.639
H -23.474 -11.763 30.551
H -21.380 -12.084 31.786
C -31.179 -6.598 23.747
C -32.408 -6.084 24.053
C -32.771 -4.745 23.830
C -31.850 -3.954 23.355
C -30.519 -4.408 23.120
C -30.237 -5.717 23.286
N -32.159 -2.542 23.111
O -33.298 -2.089 23.038
O -31.184 -1.833 22.918
H -30.881 -7.613 23.845
H -33.125 -6.788 24.542
H -33.834 -4.480 23.967
H -29.694 -3.669 22.919
H -29.308 -6.099 22.952
C -26.527 -13.216 26.559
C -26.166 -13.492 25.271
C -26.789 -12.734 24.216
C -27.651 -11.721 24.604
C -27.955 -11.470 25.925
C -27.394 -12.207 26.917
N -28.225 -10.819 23.562
O -28.918 -9.881 23.869
O -27.992 -11.121 22.388
H -26.093 -13.825 27.393
H -25.448 -14.274 25.043
H -26.496 -12.842 23.161
H -28.700 -10.676 26.036
H -27.592 -12.068 27.959
C -17.036 -6.464 22.650
C -16.083 -7.411 23.021
C -15.035 -7.092 23.906
C -15.038 -5.802 24.438
C -15.980 -4.883 24.096
C -17.028 -5.224 23.171
N -13.928 -5.464 25.400
O -13.442 -6.429 25.948
O -13.624 -4.284 25.551
H -17.795 -6.797 21.967
H -15.971 -8.414 22.623
H -14.310 -7.852 24.148
H -16.139 -3.939 24.626
H -17.899 -4.633 23.104
C -22.799 -8.284 33.527
C -23.914 -7.492 33.305
C -25.089 -8.102 32.973
C -25.202 -9.474 32.922
C -24.124 -10.299 33.155
C -22.903 -9.695 33.464
N -26.427 -10.058 32.511
O -26.509 -11.257 32.469
O -27.376 -9.343 32.217
H -21.870 -7.733 33.757
H -23.874 -6.430 33.298
H -25.985 -7.555 32.834
H -24.250 -11.373 33.225
H -21.948 -10.231 33.361
C -29.653 -10.703 28.901
C -30.422 -10.301 27.870
C -30.348 -8.989 27.438
C -29.433 -8.095 28.084
C -28.684 -8.539 29.119
C -28.824 -9.850 29.598
N -29.096 -6.755 27.486
O -29.551 -6.496 26.415
O -28.330 -5.992 28.147
H -29.805 -11.714 29.298
H -31.027 -11.001 27.368
H -31.005 -8.650 26.600
H -27.986 -7.831 29.580
H -28.250 -10.154 30.507
C -22.427 -1.567 19.878
C -22.582 -0.351 20.562
C -22.738 0.853 19.821
C -22.886 0.714 18.416
C -22.921 -0.456 17.811
C -22.693 -1.669 18.477
N -23.034 1.933 17.585
O -22.754 2.996 18.096
O -23.401 1.854 16.411
H -22.140 -2.396 20.512
H -22.392 -0.263 21.681
H -22.695 1.807 20.263
H -23.227 -0.503 16.779
H -22.646 -2.619 17.912
C -22.362 -6.475 27.850
C -23.712 -6.304 27.406
C -24.694 -5.789 28.235
C -24.253 -5.455 29.456
C -23.006 -5.577 29.926
C -22.021 -6.136 29.132
N -25.304 -4.803 30.448
O -26.478 -4.650 30.080
O -24.881 -4.438 31.561
H -21.724 -7.013 27.174
H -23.908 -6.488 26.394
H -25.699 -5.712 27.877
H -22.893 -5.209 30.909
H -21.006 -6.429 29.483
C -28.893 2.174 23.781
C -27.839 2.333 22.916
C -26.633 1.737 23.144
C -26.524 0.780 24.144
C -27.618 0.546 24.986
C -28.817 1.219 24.811
N -25.280 0.122 24.327
O -25.132 -0.610 25.304
O -24.402 0.294 23.479
H -29.801 2.705 23.632
H -27.862 3.047 22.042
H -25.795 1.926 22.468
H -27.450 -0.173 25.742
H -29.647 0.976 25.535
C -22.101 -2.123 25.020
C -22.999 -2.559 24.079
C -22.855 -3.834 23.521
C -21.757 -4.592 23.893
C -20.809 -4.182 24.823
C -21.045 -2.922 25.389
N -21.666 -5.878 23.196
O -20.549 -6.321 22.902
O -22.686 -6.516 23.016
H -22.198 -1.223 25.495
H -23.806 -1.968 23.732
H -23.560 -4.270 22.827
H -20.000 -4.831 25.080
H -20.441 -2.637 26.243
C -30.179 1.288 20.282
C -30.109 2.405 19.491
C -28.916 2.878 19.008
C -27.807 2.082 19.122
C -27.850 0.948 19.888
C -29.027 0.571 20.497
N -26.538 2.583 18.393
O -26.482 3.749 18.085
O -25.718 1.676 18.180
H -31.196 0.863 20.637
H -31.072 2.941 19.343
H -28.902 3.934 18.542
H -26.976 0.339 20.110
H -29.072 -0.378 20.956
C -25.266 -3.913 14.615
C -25.127 -2.548 14.846
C -25.489 -2.039 16.082
C -25.895 -2.920 17.110
C -25.991 -4.322 16.955
C -25.636 -4.755 15.652
N -26.218 -2.424 18.419
O -26.795 -3.187 19.192
O -25.981 -1.254 18.707
H -25.027 -4.417 13.690
H -24.800 -1.882 14.075
H -25.557 -1.000 16.361
H -26.284 -4.990 17.814
H -25.788 -5.816 15.467
C -25.334 -9.142 28.044
C -24.538 -9.847 27.172
C -23.300 -10.288 27.646
C -22.834 -9.862 28.877
C -23.641 -9.075 29.716
C -24.920 -8.782 29.280
N -21.455 -10.199 29.318
O -20.812 -10.903 28.573
O -21.149 -9.825 30.437
H -26.295 -8.848 27.674
H -24.817 -10.141 26.212
H -22.738 -10.951 26.986
H -23.227 -8.648 30.596
H -25.446 -8.075 29.900
C -24.949 -9.916 18.373
C -23.721 -9.574 17.806
C -22.986 -8.567 18.387
C -23.540 -7.793 19.388
C -24.777 -8.050 19.939
C -25.492 -9.170 19.383
N -22.797 -6.598 19.861
O -23.450 -5.645 20.227
O -21.558 -6.658 19.782
H -25.376 -10.819 17.922
H -23.275 -10.098 17.040
H -21.963 -8.203 18.092
H -25.310 -7.501 20.741
H -26.457 -9.414 19.873
C -22.920 -10.684 21.756
C -21.675 -10.227 21.337
C -20.932 -9.431 22.181
C -21.439 -9.160 23.427
C -22.769 -9.398 23.760
C -23.547 -10.182 22.884
N -20.456 -8.600 24.428
O -19.301 -8.692 24.188
O -20.949 -8.194 25.479
H -23.587 -11.230 20.955
H -21.305 -10.589 20.385
H -19.982 -9.044 21.806
H -23.165 -9.067 24.697
H -24.617 -10.318 23.076
C -31.287 -4.027 27.771
C -32.503 -3.306 27.702
C -32.903 -2.575 28.832
C -32.057 -2.548 29.993
C -30.775 -3.110 29.908
C -30.368 -3.833 28.799
N -32.620 -1.950 31.231
O -33.697 -1.402 31.187
O -31.937 -2.129 32.273
H -30.859 -4.520 26.905
H -33.231 -3.475 26.976
H -33.880 -2.158 28.930
H -30.139 -2.986 30.754
H -29.403 -4.328 28.815
C -27.358 -3.015 23.739
C -27.467 -3.704 24.953
C -26.993 -4.975 25.093
C -26.394 -5.611 24.021
C -26.355 -5.009 22.803
C -26.758 -3.707 22.651
N -25.840 -6.993 24.068
O -25.691 -7.482 22.949
O -25.677 -7.550 25.126
H -27.823 -2.029 23.648
H -28.046 -3.285 25.799
H -27.234 -5.401 26.037
H -26.058 -5.610 21.944
H -26.748 -3.312 21.567
*
```

No. 3
C2H6Cl2NO | ωB97M-V/def2-TZVPD

Calculated values
orbital gap = 11.351 eV
energy = -30745.74360 eV
largest force on an atom = 4.87 eV/A
structure (SMILES) = [NH3+]CC(O)(Cl)Cl

```
! RIJCOSX wB97M-V def2-TZVPD def2/J DEFGRID3
* xyz 1 1
N 0.149 -1.087 -0.911
C 0.097 0.163 -0.132
C -1.594 0.440 0.451
O -1.684 0.662 1.786
Cl -2.344 1.762 -0.510
Cl -2.434 -1.047 -0.124
H -0.202 -2.003 -0.456
H 1.053 -1.298 -1.285
H -0.601 -1.069 -1.589
H 0.337 1.015 -0.681
H 0.706 0.174 0.774
H -2.625 0.782 2.034
*
```